[1]
A 2-piece molecular cluster, C4H12N4 overall, computed with the ωB97M-V functional and the def2-TZVPD basis.

Values from the calculation:
HOMO-LUMO gap: 10.1 eV
DFT total energy: -378.45929 Eh
Relative energy (zero: lowest compared OMol25 entry of this formula, charge and spin): 4.870 eV
Max |F|: 4.41 eV/Å

ORCA input file:
```
! wB97M-V def2-TZVPD RIJCOSX def2/J DEFGRID3
* xyz 0 1
C 1.98574 -1.39182 -0.99202
C -2.53609 -0.86105 0.58114
C -0.63855 1.96286 -0.76995
N 1.51700 -0.30385 -0.15026
N -1.47029 -0.02281 1.00483
C -1.33656 1.47406 0.40817
N 2.47844 -0.01730 0.86763
N -2.00441 1.57701 1.41357
H 0.62886 -0.58227 0.27478
H 2.32456 -0.60203 1.68822
H 2.35958 0.95194 1.15978
H 2.18986 -2.31573 -0.43169
H 2.89695 -1.07071 -1.49224
H 1.21169 -1.60447 -1.72856
H -3.22487 -0.44145 -0.16820
H -3.07826 -1.28380 1.43455
H -1.93021 -1.66125 0.11242
H 0.40858 1.64879 -0.70958
H -1.06460 1.49716 -1.65847
H -0.71742 3.04672 -0.84411
*
```

natural (NBO) atomic charge list, values in e, 5 entries: C -0.413; C -0.444; C -0.714; N -0.493; N -0.394


[2]
One molecule with the formula C3H2S2, computed with the ωB97M-V functional and the def2-TZVPD basis.

Values from the calculation:
HOMO-LUMO gap: 7.4 eV
DFT total energy: -911.79941 Eh
Relative energy (zero: lowest compared OMol25 entry of this formula, charge and spin): 0.155 eV
Max |F|: 4.57 eV/Å

ORCA input file:
```
! wB97M-V def2-TZVPD RIJCOSX def2/J DEFGRID3
* xyz 0 1
C 0.77505 0.27460 0.39752
C 0.21254 0.06801 -0.94817
C 1.99345 0.82238 0.04088
S 3.28804 1.52315 0.62851
S 1.49517 0.57213 -1.93354
H 0.35674 0.08766 1.36368
H -0.75726 -0.25128 -1.27988
*
```

natural (NBO) atomic charge list, values in e, 5 entries: C -0.427; C -0.206; C -0.155; S 0.135; S 0.188


[3]
A 4-piece molecular cluster, C4H13O3S overall, computed with the ωB97M-V functional and the def2-TZVPD basis.

Values from the calculation:
HOMO-LUMO gap: 6.1 eV
DFT total energy: -783.97774 Eh
Relative energy (zero: lowest compared OMol25 entry of this formula, charge and spin): 4.315 eV
Max |F|: 3.12 eV/Å

ORCA input file:
```
! wB97M-V def2-TZVPD RIJCOSX def2/J DEFGRID3
* xyz -1 1
C -0.78394 1.64961 0.43096
O -0.67235 1.57741 1.83724
C -1.20961 0.31875 -0.25520
C -0.05794 -0.59383 -0.55934
C 0.42363 -0.53085 -1.99339
S 0.83063 1.04954 -2.64914
H -1.60127 2.36042 0.27178
H 0.10176 2.04852 -0.06466
H -1.82969 0.48243 -1.13701
H -1.85129 -0.10717 0.52432
H -0.16141 -1.60231 -0.16367
H 0.92154 -0.03651 -0.06214
H 1.24377 -1.23940 -2.13438
H -0.47369 -0.89499 -2.51799
H 1.64624 0.35944 0.15328
H -0.12352 -2.04688 2.38888
H 0.26398 -3.44798 2.81249
O -0.43645 -3.02759 2.32627
H -0.32141 0.67591 2.15456
H 1.40541 -0.88316 1.98684
O 0.61135 -0.67022 2.46768
*
```

natural (NBO) atomic charge list, values in e, 5 entries: C -0.047; O -0.787; C -0.496; C -0.048; C -0.614


[4]
One molecule with the formula C2H7NOS, computed with the ωB97M-V functional and the def2-TZVPD basis.

Values from the calculation:
HOMO-LUMO gap: 9.7 eV
DFT total energy: -608.53643 Eh
Relative energy (zero: lowest compared OMol25 entry of this formula, charge and spin): 1.652 eV
Max |F|: 2.64 eV/Å

ORCA input file:
```
! wB97M-V def2-TZVPD RIJCOSX def2/J DEFGRID3
* xyz 0 1
C -0.14301 -1.08358 -0.65186
C -0.92121 0.03603 -0.00201
N 1.54170 1.24105 -0.12838
O -2.01675 -0.39365 0.97296
S 0.26884 0.97460 1.02391
H 0.63711 -0.48482 -1.24725
H 0.30216 -1.53447 0.16984
H -0.63509 -1.80823 -1.29861
H -1.54215 0.59168 -0.73470
H 1.79697 2.24591 -0.00783
H 2.40963 0.72958 -0.01835
H -1.69821 -0.51411 1.92229
*
```

natural (NBO) atomic charge list, values in e, 5 entries: C -0.661; C -0.025; N -0.989; O -0.751; S 0.333


[5]
C4H8O2 as an isolated structure, computed with the ωB97M-V functional and the def2-TZVPD basis.

Values from the calculation:
HOMO-LUMO gap: 8.4 eV
DFT total energy: -307.50655 Eh
Relative energy (zero: lowest compared OMol25 entry of this formula, charge and spin): 5.602 eV
Max |F|: 0.55 eV/Å

ORCA input file:
```
! wB97M-V def2-TZVPD RIJCOSX def2/J DEFGRID3
* xyz 0 1
C 1.11466 0.13533 -1.04700
C 0.82583 -1.02888 -0.05043
O 0.46427 -0.47363 1.25268
C -0.48000 0.42490 1.18856
C -1.34487 0.57784 0.10130
O 0.29437 1.21234 -0.89936
H 2.17741 0.41950 -0.89733
H 1.08552 -0.35842 -2.04661
H 0.00885 -1.69110 -0.36115
H 1.70602 -1.64392 0.14691
H -0.49872 1.13014 2.01504
H -1.92967 -0.01422 1.20106
H -1.91859 1.49552 0.04126
H -1.50506 -0.18540 -0.64492
*
```

natural (NBO) atomic charge list, values in e, 5 entries: C -0.072; C -0.120; O -0.456; C 0.289; C -0.370